53
Properties=species:S:1:pos:R:3:forces:R:3:nbo_charge:R:1 method="wB97M-V/def2-TZVPD" de_lowest_kj_mol=806.90 orbital_gap_ha=0.165 e_lumo_ev=-2.14 largest_force_ev_per_a=2.311
O 2.104768 -0.721230 -0.157732 -0.953 -0.942 0.160 -0.534
O -4.218379 -0.471504 5.157909 0.302 0.288 -0.509 -0.480
O -5.364729 -4.555800 -1.702766 1.775 -0.671 0.432 -0.417
O -4.069390 -6.219258 -1.087396 -0.244 1.887 -0.519 -0.413
O 1.556856 -2.811327 0.322963 0.221 0.699 -0.367 -0.564
N 1.230442 -1.649220 -0.073709 0.148 0.729 0.279 0.440
N -4.240536 -5.017649 -1.397774 -1.740 -1.505 -0.220 0.506
N 2.964433 1.437940 3.218703 -1.858 -0.747 0.234 -0.281
C 5.247107 0.688607 2.455029 0.174 -0.374 -0.145 -0.233
C -2.344194 -1.871512 4.817403 -0.594 0.667 -0.032 -0.265
C 5.291288 -1.654854 1.766367 -0.505 0.156 0.146 -0.200
C -0.515087 -1.180846 3.358165 -1.221 0.199 -0.052 -0.170
C 5.952018 -0.430716 1.977259 -0.474 0.258 0.190 -0.196
C -4.995726 0.705259 4.833727 0.358 -0.437 0.089 -0.260
C 3.913525 -1.788874 2.004471 0.637 -0.230 -0.069 -0.168
C 1.811565 -0.488920 2.864203 0.106 -0.429 -0.523 -0.192
C -0.081018 -1.351035 -0.340651 0.540 0.132 -0.174 -0.263
C -1.214879 0.018842 3.078810 0.304 -0.276 0.236 -0.163
C 3.248395 2.807908 3.601810 -0.077 0.288 0.210 -0.411
C -1.860899 -4.620803 -0.951487 -0.620 0.382 -0.206 -0.146
C -2.298467 -1.874645 -1.285189 0.470 -0.095 0.172 -0.258
C -2.460873 0.275313 3.627332 -0.367 -0.283 0.546 -0.264
C 0.801241 -1.440236 2.855159 0.629 0.562 1.181 0.102
C -3.030512 -0.662679 4.527198 0.260 0.180 -0.161 0.350
C -3.119890 -4.141464 -1.374959 1.012 0.951 0.433 -0.045
C -3.311975 -2.757549 -1.601389 0.188 -0.567 0.298 -0.171
C 3.893398 0.514658 2.714001 -0.124 -0.620 -0.277 0.103
C 3.209330 -0.697573 2.481294 0.421 0.555 0.274 0.047
C -0.838808 -3.731986 -0.661399 -0.344 0.058 -0.192 -0.285
C -1.147171 -2.137678 4.199772 0.544 0.133 -0.390 -0.117
C 1.742363 0.851580 3.323969 1.319 0.490 -0.342 0.148
C -1.041832 -2.318443 -0.747567 -0.612 -0.812 0.044 0.086
H 4.281617 3.035208 3.335422 -0.260 0.067 0.057 0.229
H 0.887672 1.377685 3.733748 0.311 0.003 -0.005 0.232
H 3.110670 2.949067 4.683374 0.129 -0.122 -0.304 0.221
H 2.566295 3.486863 3.077299 0.265 -0.133 0.039 0.224
H -0.760493 0.759240 2.419878 -0.221 -0.313 -0.037 0.222
H 0.125422 -4.111592 -0.345480 -0.309 0.125 -0.013 0.257
H -4.272274 -2.428067 -1.988833 0.218 0.022 0.151 0.242
H 3.384071 -2.714552 1.800345 0.215 0.135 -0.085 0.255
H 1.097421 -2.479625 2.723958 -0.081 0.169 -0.327 0.252
H -0.286021 -0.293679 -0.474099 0.259 -0.218 -0.178 0.202
H -2.436007 -0.800860 -1.438330 -0.040 -0.347 0.025 0.205
H -2.989747 1.205884 3.396281 0.287 -0.459 0.031 0.221
H -5.218994 0.752615 3.758486 0.048 -0.089 0.284 0.190
H 5.849733 -2.517154 1.396528 -0.164 0.326 0.105 0.225
H -5.912694 0.576437 5.407423 0.089 0.146 -0.137 0.212
H 7.020069 -0.354996 1.769913 -0.330 0.038 0.057 0.222
H 5.713730 1.659667 2.616294 0.112 -0.363 -0.080 0.214
H -0.624357 -3.076014 4.398250 -0.205 0.243 -0.038 0.225
H -2.792615 -2.559346 5.533338 0.095 0.117 -0.276 0.240
H -4.474208 1.620957 5.145769 -0.110 -0.244 -0.034 0.182
H -1.730608 -5.693910 -0.833551 0.017 0.268 0.018 0.240